[1]
Density functional theory data (ωB97M-V/def2-TZVPD) for the molecule C5H11N in a non-equilibrium geometry.

Calculated total energy ... -6852.34457 eV
Relative energy (zero: lowest compared OMol25 entry of this formula, charge and spin) ... 27.3 kcal per mole
Net charge ... 0
SMILES ... CC(C)=C(C)N
HOMO level ... -7.9 eV

```
17
Properties=species:S:1:pos:R:3:forces:R:3:nbo_charge:R:1
C 0.8493 -1.7062 -0.3823 0.6952 0.6665 -1.3143 -0.657
C -0.2610 -0.6134 -0.1447 -0.8704 -2.3209 0.7372 -0.054
C -1.6754 -1.1560 0.2095 0.5667 -0.3804 -2.1991 -0.626
C 0.1065 0.6619 -0.0517 1.8688 -0.1217 0.3929 0.156
C -0.6095 1.8330 0.5794 -1.4035 -1.1095 2.5356 -0.645
N 1.5181 0.9910 -0.2132 -0.7635 0.1469 0.1205 -0.836
H 1.5295 -1.8090 0.4953 -0.3409 0.4809 -0.5724 0.219
H 1.4379 -1.3603 -1.2925 -0.2310 -0.3048 1.2259 0.202
H 0.6764 -2.7686 -0.6864 -1.1179 0.9396 0.4385 0.225
H -1.6276 -1.9280 0.9828 -0.0073 0.2237 0.0158 0.212
H -2.0953 -1.6682 -0.7357 0.5873 0.5839 1.3753 0.207
H -2.4016 -0.3862 0.4523 0.1267 0.1091 0.2640 0.212
H -0.2454 1.9789 1.6935 -0.7513 -0.5525 -2.0798 0.225
H -0.3557 2.7297 0.1243 0.6758 1.7384 -1.1208 0.207
H -1.7505 1.8417 0.5768 1.5586 -0.5406 0.0261 0.224
H 2.1418 0.4196 -0.7688 -0.6300 -0.5650 0.2061 0.375
H 1.6040 1.8974 -0.6110 0.0369 1.0064 -0.0515 0.355
```
Forces are in eV/Å.

---

[2]
Density functional theory data (ωB97M-V/def2-TZVPD) for a cluster of 2 separate species, C3H10N2 in total in a non-equilibrium geometry.

Calculated total energy ... -6248.60570 eV
Relative energy (zero: lowest compared OMol25 entry of this formula, charge and spin) ... 0.0 kcal per mole
Net charge ... 0
Multiplicity ... 3
HOMO level (spin up / spin down) ... -6.8 / -11.1 eV

```
15
Properties=species:S:1:pos:R:3:forces:R:3:nbo_charge:R:1
C -1.5217 -0.9538 0.1620 4.0059 2.6501 -0.4962 -0.615
C 1.9399 -0.5642 -0.6221 0.1199 -0.7116 1.5852 -0.865
C -1.4897 0.5006 -0.3273 -1.4088 -1.0977 -0.1213 -0.269
N -0.2743 2.2316 0.3492 0.9064 1.2794 -0.0345 -0.389
N -1.0148 1.3207 0.7331 -0.5647 -0.8997 -0.4794 -0.114
H -0.9568 -1.4642 -0.5786 -0.0254 -1.3095 -0.4355 0.212
H -0.9017 -0.8804 1.0577 -0.3249 -0.7943 0.1476 0.219
H -2.4642 -1.2377 0.3227 -3.4222 -1.6608 0.6600 0.206
H 1.4423 -1.5836 -0.5046 1.1075 1.1201 0.5851 0.211
H 2.2609 -0.6004 -1.6423 0.0940 0.6306 -0.7034 0.213
H 2.8707 -0.3168 0.0392 -1.8800 -0.9358 -1.0068 0.222
H -0.7584 0.6625 -1.1453 -0.9691 -0.2527 0.1374 0.211
H -2.5267 0.8120 -0.5530 0.5214 0.0776 -0.6077 0.193
H 1.1414 0.1667 -0.3967 0.7389 -0.1313 -0.4481 0.214
H -0.0083 2.8133 1.0813 1.1011 2.0357 1.2178 0.352
```
Forces are in eV/Å.

---

[3]
Density functional theory data (ωB97M-V/def2-TZVPD) for a cluster of 2 separate species, C5H13P in total in a non-equilibrium geometry.

Calculated total energy ... -14680.47757 eV
Relative energy (zero: lowest compared OMol25 entry of this formula, charge and spin) ... 83.6 kcal per mole
Net charge ... 0
HOMO level (spin up / spin down) ... -8.4 / -8.1 eV

```
19
Properties=species:S:1:pos:R:3:forces:R:3:nbo_charge:R:1
C -0.8124 -0.9883 -0.3238 1.2429 0.1938 1.6836 -0.604
C -0.9845 0.8490 1.3635 1.4149 -0.6391 2.8076 -0.631
C -1.1347 1.3453 -0.9559 1.6972 -0.3104 1.6834 -0.590
C 2.6333 -1.8005 0.1325 -1.4655 2.8463 2.9913 -0.579
C -0.3295 0.4102 0.0297 -2.2862 1.6865 -0.1543 -0.351
P 1.4812 0.8044 -0.1275 0.3012 -0.4478 -0.6837 0.363
H -1.8473 -0.8911 -0.5069 -1.2573 -0.3370 -0.2816 0.203
H -0.2928 -1.3030 -1.1969 0.2894 -0.8227 -0.6230 0.216
H -0.6774 -1.6344 0.5687 0.1223 -0.0796 -0.8258 0.205
H -0.6770 1.8748 1.6404 -0.3024 -0.3325 -0.2836 0.217
H -0.6877 0.2379 2.2865 0.2758 0.4718 -1.2534 0.203
H -2.0719 0.7594 1.4985 0.0772 0.1686 -1.0756 0.218
H -2.0975 0.9933 -0.8950 -2.5262 -0.5234 0.0861 0.196
H -1.1470 2.3856 -0.7340 0.3379 0.8816 0.4521 0.208
H -0.8226 1.2194 -1.9225 0.9019 -0.3076 -2.6088 0.199
H 1.6729 -1.9731 0.7340 1.7417 -0.3178 -1.4421 0.206
H 3.4380 -1.3072 0.7049 -0.6208 -0.3665 -0.1404 0.185
H 3.0030 -2.2256 -0.7409 -0.2841 -0.9716 -1.5184 0.183
H 1.3540 1.2439 -1.5555 0.3401 -0.7927 1.1868 -0.046
```
Forces are in eV/Å.

---

[4]
Density functional theory data (ωB97M-V/def2-TZVPD) for the molecule C4H6N2O2 in a non-equilibrium geometry.

Calculated total energy ... -11317.60143 eV
Relative energy (zero: lowest compared OMol25 entry of this formula, charge and spin) ... 79.3 kcal per mole
Net charge ... 0
SMILES ... OCC1(O)C=NN=C1
HOMO level ... -10.4 eV

```
14
Properties=species:S:1:pos:R:3:forces:R:3:nbo_charge:R:1
O 1.5639 -1.3966 -0.0819 0.6242 0.5802 0.4952 -0.701
C 1.4160 0.0169 -0.0171 0.8657 -1.2032 1.3848 -0.073
C -0.0214 0.4143 0.0469 -1.1586 0.5474 0.1814 0.078
O -0.0629 1.8499 0.1094 -1.7536 0.0836 1.0865 -0.680
C -0.9104 -0.0076 -1.1161 -3.1730 -1.8059 2.2608 0.031
N -2.0217 -0.6096 -0.6914 2.9783 1.2631 -1.3068 -0.234
N -1.8766 -0.8802 0.7042 0.8204 0.5700 1.3320 -0.242
C -0.8304 -0.2884 1.1616 1.0058 -0.7385 -0.3127 0.054
H 0.9624 -1.7395 -0.7189 -0.7219 -0.5771 -0.9439 0.465
H 1.9081 0.5460 -0.7891 0.3689 0.4071 -1.4079 0.182
H 2.0295 0.2698 0.8613 -0.8027 0.2955 0.1348 0.199
H -0.9585 2.0800 0.5192 1.8113 -0.2575 -0.9188 0.485
H -0.8744 0.2181 -2.1448 0.4160 0.5404 -0.9634 0.215
H -0.3236 -0.4730 2.1567 -1.2808 0.2950 -1.0219 0.222
```
Forces are in eV/Å.

---

[5]
Density functional theory data (ωB97M-V/def2-TZVPD) for a cluster of 6 separate species, C5H20IO5 in total in a non-equilibrium geometry.

Calculated total energy ... -23847.53386 eV
Relative energy (zero: lowest compared OMol25 entry of this formula, charge and spin) ... 39.3 kcal per mole
Net charge ... -1
HOMO level ... -4.0 eV

```
31
Properties=species:S:1:pos:R:3:forces:R:3:nbo_charge:R:1
I -23.1934 17.4705 16.6428 0.0058 -0.0125 0.0695 -0.998
C -22.9997 22.7081 19.7230 0.0107 -0.0534 -0.1455 -0.251
O -21.8342 21.9670 19.3755 -0.4240 0.3549 -0.2804 -0.728
H -23.7682 22.7870 18.9540 0.1419 -0.3900 -0.4888 0.167
H -23.4864 22.2227 20.5690 0.0095 0.4506 0.3883 0.162
H -22.7060 23.7462 19.8783 0.1094 -0.1545 0.5923 0.169
H -22.1398 21.1899 18.9019 0.1477 -0.2850 -0.1132 0.482
C -29.0680 19.6740 17.4673 -0.1717 -0.3129 0.3817 -0.245
O -27.9176 20.3275 17.0022 0.1179 0.1438 -0.4512 -0.719
H -29.2394 18.7498 16.9155 -0.1484 -0.1442 -0.0232 0.161
H -28.8904 19.4318 18.5151 -0.5387 -0.1593 0.2390 0.159
H -29.9563 20.2962 17.3576 0.1848 0.1815 0.0442 0.167
H -27.2743 19.6153 16.9787 0.6297 0.2756 -0.1983 0.477
C -17.5619 19.0560 16.7838 -0.9060 -1.0605 -0.0013 -0.250
O -17.8977 17.7195 16.3415 0.6005 0.5900 -0.0080 -0.739
H -18.3715 19.3502 17.4518 0.2709 0.4743 0.2157 0.178
H -16.6165 19.0052 17.3239 -0.0675 0.0546 -0.1249 0.171
H -17.5171 19.7533 15.9473 0.1854 0.0478 -0.0314 0.159
H -18.8423 17.7228 16.1703 -0.1773 -0.1335 -0.0381 0.480
C -26.6502 12.7413 18.0829 0.8839 0.0910 -0.5598 -0.244
O -27.0388 14.0866 18.1644 -1.0724 0.4360 0.4846 -0.734
H -27.4161 12.0025 18.3189 -0.4038 0.5500 0.1583 0.167
H -26.3629 12.5990 17.0411 0.3738 -0.7254 0.0350 0.165
H -25.8131 12.5984 18.7661 0.2180 -0.4802 -0.1408 0.162
H -26.3132 14.6032 17.8063 0.0574 0.2043 0.0035 0.482
C -19.9876 11.9210 16.4281 -0.0124 0.4932 0.8454 -0.247
O -21.3449 12.0782 16.8560 0.2246 -0.7197 -0.5547 -0.736
H -19.7966 11.0048 15.8694 -0.7134 0.0190 -0.1994 0.170
H -19.6496 12.7807 15.8495 0.0310 -0.0574 -0.1080 0.175
H -19.3634 11.8248 17.3164 0.2910 0.1861 0.0909 0.155
H -21.5164 12.9989 17.0667 0.1419 0.1359 -0.0811 0.483
```
Forces are in eV/Å.

---

[6]
Density functional theory data (ωB97M-V/def2-TZVPD) for a structure of composition C8H8N2O2 in a non-equilibrium geometry.

Calculated total energy ... -15494.85267 eV
Relative energy (zero: lowest compared OMol25 entry of this formula, charge and spin) ... 137.0 kcal per mole
Net charge ... 0
HOMO level (spin up / spin down) ... -8.7 / -8.8 eV

```
20
Properties=species:S:1:pos:R:3:forces:R:3:nbo_charge:R:1
C -1.8747 0.6088 1.6876 -2.1050 1.1447 0.0561 0.234
C -0.5611 -1.1639 -0.8297 -0.4464 -2.6383 1.2514 -0.402
C -1.0503 -0.0018 -1.1358 1.2307 0.1250 1.9536 0.490
C 0.7101 0.4583 1.3447 0.6528 -0.1476 0.9466 0.637
C -0.3916 -1.2073 0.6932 2.1374 -1.8900 -1.3087 -0.036
C -0.6985 0.1527 1.1734 -1.3010 0.9287 -2.1629 -0.220
C 2.2428 -1.4864 0.7955 2.1975 1.4948 1.2001 -0.425
C -0.8713 2.1022 -2.0845 -3.6229 0.6449 0.5657 -0.254
N -2.9422 1.0222 1.8526 0.1387 -0.1036 0.5859 -0.292
N 1.0008 -0.8255 0.9969 0.7043 -0.4025 1.0839 -0.389
O 1.3943 1.3685 1.7247 0.2584 0.5591 -0.1373 -0.599
O -1.3905 0.6834 -2.1385 -0.2214 2.5047 -0.8928 -0.465
H -0.3945 -2.0629 -1.4580 -0.0264 0.8459 0.0759 0.229
H -0.6038 -2.1349 1.2575 -0.6612 0.5425 -0.4033 0.216
H 2.2688 -1.6516 -0.2340 0.7832 -0.5363 -1.9348 0.197
H 3.1544 -0.8075 1.1156 -2.0784 -1.0319 -0.7535 0.240
H 2.4329 -2.4322 1.3008 -0.6686 -0.0465 0.3287 0.208
H 0.1579 2.1371 -1.9907 2.1349 -0.3222 -0.3749 0.200
H -1.2665 2.5493 -1.1305 0.1667 -0.5229 -0.9151 0.213
H -1.3171 2.6914 -2.9406 0.7267 -1.1486 0.8355 0.218
```
Forces are in eV/Å.

---

[7]
Density functional theory data (ωB97M-V/def2-TZVPD) for a cluster of 2 separate species, C4H8N2O in total in a non-equilibrium geometry.

Calculated total energy ... -9303.62980 eV
Relative energy (zero: lowest compared OMol25 entry of this formula, charge and spin) ... 63.7 kcal per mole
Net charge ... 0
SMILES ... C=CN=C.NC=O
HOMO level ... -8.8 eV

```
15
Properties=species:S:1:pos:R:3:forces:R:3:nbo_charge:R:1
C -0.5186 0.4615 2.4972 0.1719 0.2401 0.3112 -0.477
C -0.7261 -0.8659 2.4846 -0.4063 -0.5852 0.4732 -0.033
N -0.1428 -1.7800 1.5913 0.4719 1.6961 -2.5467 -0.424
C -0.2346 -1.4418 0.3147 -0.2756 -0.9771 3.4821 -0.039
H 0.3643 0.9318 2.0282 -0.9133 -0.3359 -0.3113 0.206
H -1.1499 1.1092 3.1280 0.6741 -0.5039 -0.0275 0.206
H -1.2772 -1.3594 3.3156 -0.1129 0.5076 -0.8667 0.200
H 0.3739 -1.9648 -0.3929 -0.0079 -0.3209 -0.4037 0.199
H -0.9853 -0.7191 -0.0109 0.3750 0.2296 -0.0429 0.160
N 0.3211 1.5148 -2.4023 1.0562 -0.1834 -0.4309 -0.827
C 1.0735 0.3707 -2.5378 -1.4503 0.8903 1.0149 0.532
O 0.6665 -0.7547 -2.4679 -0.3686 -0.6315 -0.3028 -0.597
H -0.6788 1.5082 -2.3738 -0.2567 -0.1298 -0.0920 0.401
H 0.8081 2.3718 -2.6303 -0.4259 -0.0782 0.1668 0.390
H 2.1061 0.6176 -2.5438 1.4683 0.1823 -0.4238 0.103
```
Forces are in eV/Å.